DFT (ωB97M-V/def2-TZVPD) results for a gas-phase ion, C8H16O3PS (charge +1) in a non-equilibrium geometry.

Structure (XYZ):
```
29
Properties=species:S:1:pos:R:3:forces:R:3
C -0.934812 0.351466 -2.002717 2.096 -0.840 0.266
C -0.366678 1.531570 1.046339 1.308 -0.648 -1.682
C 0.949271 0.825339 0.768371 0.046 0.370 1.335
C 1.531126 0.437551 2.152582 -1.576 -0.474 -0.177
C 1.995456 1.685056 0.039702 1.880 -1.899 -1.117
C -1.503476 -3.129820 0.054684 -0.008 -4.350 -0.672
C 1.196196 -1.788001 -2.864806 0.169 0.965 -1.771
C -2.477449 2.885836 1.430385 -1.587 -3.915 1.802
O 0.771826 -0.400492 0.069882 -1.869 -1.452 -1.798
O -1.613487 -1.731802 -0.253211 0.888 -0.157 0.280
O 0.233230 -2.057409 -1.836793 0.110 -0.091 0.610
P -0.459181 -0.931912 -0.996392 1.270 0.592 1.531
S -0.793528 2.654057 2.110896 -0.207 0.098 -1.100
H -1.747305 0.937833 -1.790521 -2.174 1.391 0.392
H 1.942344 1.285104 2.652442 0.321 0.644 0.281
H 2.250923 -0.328631 2.024160 0.922 -0.563 -0.200
H 0.729622 0.008303 2.754515 0.054 0.012 0.198
H 1.976240 2.707075 0.327712 -0.427 1.024 -0.181
H 1.954670 1.464855 -1.078049 -0.181 0.850 1.425
H 3.069037 1.362926 0.363136 -1.952 0.148 -0.473
H -1.495740 -3.843405 -0.898183 0.089 2.062 1.617
H -2.353722 -3.577124 0.637898 0.227 1.551 -0.568
H -0.637140 -3.516816 0.670678 -0.364 1.448 -0.761
H 1.662523 -2.703814 -3.240994 -0.484 -0.141 0.556
H 2.018555 -1.154192 -2.491210 -0.556 -0.060 -0.126
H 0.657258 -1.317920 -3.753591 0.824 -0.366 1.315
H -3.112441 2.340277 2.245251 0.792 1.274 -1.272
H -2.561060 2.158833 0.581073 0.223 1.202 0.486
H -2.882260 3.845257 1.276761 0.166 1.325 -0.194
```
Forces are in eV/Å.

For the gap between HOMO and LUMO (alpha / beta), the calculation gives 5.37 / 7.76 eV. Its LUMO energy (alpha / beta) is -6.5 / -5.0 eV. The value obtained for the HOMO energy (alpha / beta) is -11.86 / -12.79 eV. As for the net charge: +1. For the energy relative to the best compared isomer or geometry (same formula, charge and spin), the calculation gives 149.83 kcal/mol.

Atom charges from the natural (NBO) analysis, given in e for atoms 1 to 6:
1 C -0.567
2 C -0.106
3 C 0.116
4 C -0.596
5 C -0.626
6 C -0.305